This record from the Open Molecules 2025 dataset describes a cluster of 11 separate species, C38H76O16 in total at a distorted geometry. The level of theory is wB97M-V/def2-TZVPD.

## Properties
* HOMO level: -9.30 eV
* E_LUMO: 0.560 eV
* SMILES string: CCOC(C)=O.CCOC(C)=O.CCOC(C)=O.CCOC(C)=O.CCOC(C)=O.CC(C)=O.CC(C)=O.CC(C)=O.CC(C)=O.CC(C)=O.CC(C)=O
* energy relative to the best compared isomer or geometry (same formula, charge and spin): 0.000 eV
* gap between HOMO and LUMO: 9.856 eV
* energy: -2697.33107 Ha

CARTESIAN COORDINATES (ANGSTROEM)
1 C 2.6791 3.9322 -5.1002
2 C 2.7246 3.1630 -3.7987
3 O 1.7620 2.1286 -3.8532
4 C 0.5167 2.3767 -3.5416
5 C -0.4879 1.2896 -3.8859
6 O 0.2141 3.4335 -3.0250
7 H 2.9262 3.4215 -6.0176
8 H 3.5101 4.6390 -4.9691
9 H 1.8166 4.5665 -5.2003
10 H 3.7366 2.6131 -3.7131
11 H 2.5771 3.7041 -2.8834
12 H -0.3829 0.4871 -3.1803
13 H -0.3822 0.9569 -4.9108
14 H -1.4710 1.7557 -3.7769
15 C -0.2916 5.1042 0.0423
16 C -1.4653 4.6098 0.8174
17 O -0.8971 4.1622 2.0423
18 C -1.6239 3.5252 2.9945
19 C -0.7781 3.0202 4.1110
20 O -2.8034 3.3517 2.9320
21 H -0.6336 5.4228 -0.9567
22 H 0.4503 4.2483 -0.0679
23 H 0.1182 5.9473 0.5878
24 H -2.2082 5.3635 0.9784
25 H -2.0254 3.7367 0.4240
26 H 0.1870 2.5688 3.7706
27 H -1.2948 2.3067 4.7613
28 H -0.5033 3.9190 4.5419
29 C 4.1184 -4.0736 1.5356
30 C 2.8816 -4.8823 1.3859
31 O 1.9056 -4.0504 0.7142
32 C 0.9732 -3.5078 1.4947
33 C 0.0435 -2.5759 0.7434
34 O 0.9543 -3.6955 2.6908
35 H 4.0571 -3.3647 2.3430
36 H 4.4380 -3.5719 0.5560
37 H 4.9802 -4.7446 1.8273
38 H 3.0605 -5.7390 0.7481
39 H 2.5039 -5.2726 2.3205
40 H -0.7857 -3.1482 0.2779
41 H 0.5065 -2.1179 -0.0998
42 H -0.3193 -1.8165 1.4418
43 C 5.4384 -0.7944 0.9138
44 C 4.6372 0.2594 0.0604
45 O 3.9826 -0.4320 -1.0025
46 C 2.7452 -0.0978 -1.4040
47 C 2.2563 -0.9529 -2.5521
48 O 2.0923 0.7711 -0.9517
49 H 5.7146 -1.6293 0.3681
50 H 4.8611 -1.3112 1.7463
51 H 6.3721 -0.2666 1.3154
52 H 3.9551 0.7739 0.6617
53 H 5.3512 0.9607 -0.4195
54 H 1.2530 -1.3568 -2.2808
55 H 2.9062 -1.7746 -2.8227
56 H 2.1445 -0.2505 -3.3428
57 C 0.0077 0.8799 1.3905
58 C -0.6650 1.2648 0.1017
59 O -1.1600 0.0990 -0.5934
60 C -2.3245 0.1914 -1.2510
61 C -2.6310 -1.0288 -2.0101
62 O -3.1054 1.1305 -1.2129
63 H 0.5699 1.7015 1.7291
64 H 0.7005 0.0379 1.1968
65 H -0.6231 0.6186 2.2327
66 H -1.4945 2.0064 0.1935
67 H 0.0435 1.7233 -0.5278
68 H -3.2783 -1.6259 -1.3439
69 H -1.7125 -1.5441 -2.2222
70 H -3.1371 -0.7320 -2.9633
71 C -5.0748 -3.6502 0.6097
72 C -3.6641 -4.0756 0.6837
73 C -3.1464 -4.4230 2.0540
74 O -2.9470 -4.0468 -0.3169
75 H -5.2104 -2.9781 -0.2140
76 H -5.3696 -3.1493 1.5100
77 H -5.7978 -4.5296 0.5938
78 H -3.9444 -4.8633 2.6641
79 H -2.7835 -3.5041 2.5265
80 H -2.3616 -5.1606 1.9382
81 C -3.2355 0.1350 3.4287
82 C -3.9675 0.0735 2.1186
83 C -4.6424 1.2751 1.6166
84 O -4.0863 -1.0602 1.5569
85 H -4.0057 0.2762 4.2351
86 H -2.5672 1.0324 3.4848
87 H -2.6707 -0.7355 3.6427
88 H -5.0135 1.1677 0.6028
89 H -3.9962 2.1375 1.5046
90 H -5.4566 1.5533 2.3185
91 C -4.5161 1.4348 -4.2839
92 C -3.6615 0.8622 -5.4252
93 C -3.5675 1.7094 -6.6470
94 O -3.0299 -0.2085 -5.3749
95 H -4.1031 2.4435 -4.0884
96 H -4.3970 0.9270 -3.3608
97 H -5.5894 1.5145 -4.5987
98 H -3.4112 1.1683 -7.5826
99 H -2.6592 2.2817 -6.5239
100 H -4.4508 2.2362 -6.8450
101 C 2.8497 4.6599 2.6451
102 C 3.8857 3.8774 1.9043
103 C 5.2924 3.8046 2.6069
104 O 3.8079 3.5581 0.7452
105 H 2.0840 4.9813 1.8922
106 H 3.3957 5.5124 3.1004
107 H 2.3344 4.1322 3.4455
108 H 6.0320 3.6877 1.7309
109 H 5.3321 2.8364 3.1184
110 H 5.5654 4.6680 3.2941
111 C -1.6889 -4.6275 -3.4900
112 C -0.4345 -4.4457 -2.7007
113 C 0.1523 -5.6510 -2.0294
114 O 0.1475 -3.3736 -2.6340
115 H -2.4467 -4.0042 -2.9780
116 H -2.0124 -5.6862 -3.5095
117 H -1.6228 -4.2011 -4.4870
118 H -0.4086 -6.5453 -2.2411
119 H 0.3181 -5.3839 -0.9712
120 H 1.0669 -5.7986 -2.6573
121 C 0.9785 -1.9371 5.9746
122 C 1.1025 -0.9131 4.8667
123 C 2.2633 -1.0737 3.9525
124 O 0.3300 -0.0025 4.7618
125 H 0.6147 -2.8521 5.5547
126 H 0.3088 -1.5914 6.7240
127 H 1.9761 -2.0808 6.4280
128 H 2.8050 -1.9553 3.8858
129 H 3.0251 -0.3624 4.2528
130 H 2.0849 -0.8903 2.8745